No. 1
Density functional theory data (ωB97M-V with the def2-TZVPD basis set) for a structure of composition C29H53BLuO2P2.

Positions of all 88 atoms, in Å:
Lu -1.3148 -0.2267 1.2933
C 0.6643 0.6100 0.0989
C 0.0919 1.6936 0.8474
C 0.7212 0.0318 2.3499
C 1.0898 -0.3931 1.0247
C 0.1266 1.3338 2.2446
C 1.0537 0.5778 -1.3453
H 0.9642 1.5626 -1.8217
H 0.4384 -0.1326 -1.9225
H 2.0907 0.2228 -1.4599
C 2.1415 -1.3837 0.6919
H 3.0835 -0.8581 0.4355
H 1.8775 -1.9919 -0.1854
H 2.3537 -2.0471 1.5391
C 0.8713 -0.8190 3.5687
H 1.9282 -1.0616 3.7551
H 0.3546 -1.7898 3.4673
H 0.4796 -0.3256 4.4697
C -0.4063 2.1281 3.3886
H 0.3012 2.1234 4.2303
H -1.3630 1.7226 3.7670
H -0.5822 3.1698 3.0965
C -0.2531 3.0382 0.3030
H -0.0317 3.8225 1.0402
H -1.3238 3.1302 0.0654
H 0.3044 3.2590 -0.6171
C -1.8060 -0.3712 -3.8762
C -1.0424 0.7492 -3.7596
C -1.5293 2.0903 -3.3176
C -3.0499 2.3595 -3.5589
C -3.9445 1.9326 -2.3798
C -3.0961 1.2530 -1.2545
C -2.2762 -0.0705 -1.4138
C -2.5273 -0.9306 -2.6725
H -0.9950 2.8715 -3.8795
H -3.4246 1.9507 -4.5090
H -1.2271 2.2586 -2.2690
H -3.6138 -1.0665 -2.8425
H -1.8914 -0.9554 -4.7947
H -0.0548 0.7941 -4.2428
H -2.1312 -1.9490 -2.4636
H -1.2203 0.2400 -1.4785
H -2.3923 2.0099 -0.8638
H -2.3421 -0.8245 -0.5618
H -3.1129 3.4632 -3.6202
H -4.3233 2.8741 -1.9425
P -5.4685 0.9621 -2.4357
C -5.6853 -0.4192 -3.5760
C -6.6805 2.1767 -3.0665
P -4.1346 0.8925 0.2686
C -5.5781 0.3097 -0.7391
C -4.7497 2.4921 0.8382
C -3.9580 -0.1283 1.7370
H -5.8053 -1.3552 -3.0104
H -4.8625 -0.5084 -4.2896
H -6.6193 -0.2657 -4.1497
H -7.5534 1.6580 -3.4603
H -6.2106 2.7418 -3.8917
H -6.9882 2.8750 -2.2783
H -4.9710 -0.5384 1.8493
H -3.7608 0.4889 2.6311
H -3.2896 -1.0319 1.7095
H -5.5225 -0.7887 -0.7688
H -6.5408 0.6285 -0.2915
H -4.4810 2.6567 1.8859
H -5.8453 2.4965 0.7188
H -4.3368 3.3097 0.2431
C 1.2159 -4.9356 -0.7024
C -0.0981 -4.5665 -0.0496
C -1.2082 -5.3737 -0.7150
O -0.3416 -3.1796 -0.3025
B -0.8602 -2.6901 0.8754
O -0.8786 -3.5516 1.9493
C -0.1388 -4.6913 1.5251
C -0.8605 -5.9053 2.0695
C 1.2335 -4.6386 2.1836
H 2.0847 -4.4324 -0.2587
H 1.1853 -4.6649 -1.7631
H 1.3800 -6.0191 -0.6386
H -1.1755 -5.1961 -1.7960
H -1.0484 -6.4480 -0.5450
H -2.2079 -5.0916 -0.3556
H -0.3006 -6.8133 1.8161
H -0.9344 -5.8371 3.1628
H -1.8735 -5.9798 1.6615
H 1.8491 -3.7986 1.8454
H 1.1329 -4.5524 3.2737
H 1.7812 -5.5644 1.9816

Output
energy above the lowest of the compared OMol25 structures with the same formula, charge and spin	394.4	kJ/mol
total charge	+1
HOMO (alpha / beta)	-6.6 / -6.6	eV

=====

No. 2
Density functional theory data (ωB97M-V with the def2-TZVPD basis set) for a structure of composition C29H53BaN2O2P2.

Positions of all 89 atoms, in Å:
C -0.3748 1.5397 -2.3108
C -1.9962 0.5022 -0.9753
C -1.2961 1.7807 -3.3214
C -2.9867 0.6412 -1.9587
C -2.6217 1.3458 -3.1451
H -0.9721 2.3297 -4.2745
H -4.0407 0.2443 -1.7789
H -3.3956 1.5156 -3.9226
N -0.7538 1.0439 -1.0939
P 2.4202 0.6740 -1.7655
P -1.6098 0.3850 1.9196
C 1.1424 1.8864 -2.4384
H 1.4857 1.9798 -3.4933
H 1.3651 2.8613 -1.9334
C 2.8582 -0.2992 2.2977
O 3.5183 -0.7659 3.1048
C -2.1762 -0.3467 0.2837
H -3.2309 -0.5938 0.5052
C -1.5090 -0.8458 3.3814
C -2.2786 2.0675 2.2630
C 2.3717 -0.9535 -2.6336
C 4.0393 1.4990 -1.3563
C -0.1324 -1.6054 3.4865
H 0.6325 -1.0249 4.0382
H -0.3002 -2.5425 4.0616
H 0.2761 -1.8974 2.5017
C -1.7243 -0.1207 4.7332
H -0.8753 0.5617 4.9348
H -2.6523 0.4769 4.6984
H -1.7906 -0.8630 5.5618
C -2.6389 -1.8555 3.0946
H -3.0096 -2.2870 4.0450
H -3.5046 -1.3827 2.5970
H -2.2731 -2.6596 2.4252
C -1.5380 2.8045 3.4576
H -0.4926 2.4559 3.5915
H -1.4996 3.9027 3.2780
H -2.0787 2.6348 4.4069
C -2.1406 2.9676 0.9985
H -1.1425 2.9391 0.5385
H -2.8689 2.6844 0.2279
H -2.3304 4.0182 1.2741
C -3.7662 1.7423 2.5673
H -4.0533 0.6902 2.3580
H -4.0337 1.9467 3.6220
H -4.3996 2.3435 1.8947
C 4.9840 0.5272 -0.5616
H 6.0033 0.9744 -0.5080
H 4.6130 0.3590 0.4746
H 5.0480 -0.4680 -1.0414
C 3.8669 2.7864 -0.4922
H 3.0756 3.4421 -0.8892
H 3.6706 2.5828 0.5811
H 4.8138 3.3602 -0.5360
C 4.5977 1.8824 -2.7410
H 3.7809 2.1746 -3.4302
H 5.2589 2.7637 -2.6576
H 5.1489 1.0358 -3.1841
C 0.9476 -1.1454 -3.1919
H 0.7046 -0.3806 -3.9434
H 0.8869 -2.1412 -3.6597
H 0.2067 -1.1034 -2.3785
C 2.7106 -2.1380 -1.6329
H 1.8098 -2.7467 -1.4338
H 3.5030 -2.7709 -2.0829
H 3.0414 -1.8025 -0.6329
C 3.3891 -0.8651 -3.7837
H 3.2320 0.0628 -4.3691
H 4.4222 -0.8800 -3.3836
H 3.2366 -1.7347 -4.4499
Ba 1.0762 0.5916 0.7514
N 0.0384 -1.7241 0.2303
C -1.2095 -1.6898 0.0984
C -1.9415 -3.0519 -0.3719
C -3.4513 -2.9812 -0.3001
C -1.5498 -3.3122 -1.8251
C -1.4071 -4.1997 0.5269
H -3.7855 -2.7775 0.7239
H -3.8403 -2.2128 -0.9808
H -3.8761 -3.9568 -0.6018
H -0.4590 -3.4013 -1.8680
H -2.0048 -4.2437 -2.2105
H -1.8548 -2.4733 -2.4649
H -2.2079 -4.8453 0.9287
H -0.6917 -4.8052 -0.0469
H -0.8267 -3.7889 1.3605
O 1.3492 3.2682 1.2664
H 0.8740 3.9430 0.7554
H 1.1947 3.4648 2.2095

Output
total charge	+1
HOMO	-9.2	eV

=====

No. 3
Density functional theory data (ωB97M-V with the def2-TZVPD basis set) for a cluster of 10 separate species, C29H53Br18O7P in total.

Positions of all 108 atoms, in Å:
C 4.0652 -1.4601 2.6335
C 3.5968 -0.5939 1.4908
O 4.0843 0.7564 1.6307
P 4.7271 1.5085 0.3814
O 4.7667 2.9561 0.6449
C 3.8328 1.1354 -1.1349
C 2.3106 1.1413 -0.9926
C 1.7505 2.4783 -0.4826
C 0.6407 2.3392 0.5009
C -0.2772 1.3872 0.6884
O -0.4972 0.2295 0.0255
C -1.1259 1.7457 1.8638
O -1.9197 1.0610 2.4350
O -0.8038 3.0211 2.2152
C 0.3728 3.3694 1.5343
O 0.9759 4.3467 1.8170
O 6.1620 0.8821 0.0955
C 7.0600 0.7520 1.2275
C 7.8269 2.0215 1.5125
H 3.9183 -0.9788 3.5949
H 3.4626 -2.3685 2.6331
H 5.0943 -1.7769 2.4792
H 3.8782 -1.0486 0.5406
H 2.5080 -0.5490 1.5038
H 4.1294 1.9113 -1.8380
H 4.1539 0.1702 -1.5281
H 1.9670 0.3029 -0.3997
H 1.9074 0.9697 -1.9917
H 1.3795 3.0747 -1.3186
H 2.5196 3.0874 -0.0066
H -0.9149 0.3831 -0.8306
H 7.7601 -0.0330 0.9514
H 6.5259 0.4100 2.1105
H 7.2214 2.7312 2.0691
H 8.2152 2.4660 0.6020
H 8.6730 1.7392 2.1447
Br 4.7356 -5.3301 1.8185
C 3.8137 -6.3203 3.2165
C 2.5559 -5.6233 3.6594
Br 2.9388 -4.0849 4.7862
H 4.5226 -6.4500 4.0270
H 3.5770 -7.2876 2.7798
H 1.9491 -6.2876 4.2700
H 1.9670 -5.2606 2.8235
Br -2.7103 -1.4470 -1.8226
C -3.9325 -0.4235 -0.6969
C -4.6592 -1.2983 0.2831
Br -6.0628 -2.3336 -0.5842
H -4.6018 0.1037 -1.3668
H -3.3119 0.2937 -0.1635
H -5.1619 -0.6864 1.0277
H -4.0077 -2.0097 0.7781
Br 9.9166 0.6593 4.1112
C 8.6584 1.6436 5.2193
C 7.8739 0.7293 6.1185
Br 6.4915 -0.2364 5.1446
H 8.0261 2.2134 4.5444
H 9.2703 2.3172 5.8138
H 7.3494 1.3059 6.8767
H 8.4952 -0.0173 6.5997
Br -4.3567 0.3552 -6.3019
C -5.4563 -0.2614 -4.8205
C -6.4548 0.7771 -4.3884
Br -5.6284 2.2185 -3.3720
H -4.7739 -0.5436 -4.0253
H -5.9718 -1.1465 -5.1870
H -7.1905 0.3377 -3.7186
H -6.9621 1.2450 -5.2257
Br -9.3694 -1.6967 -3.7274
C -11.0756 -0.7686 -3.8869
C -10.8898 0.6441 -4.3740
Br -10.2143 1.8163 -2.9747
H -11.5540 -0.8200 -2.9150
H -11.6518 -1.3454 -4.6063
H -11.8370 1.0851 -4.6711
H -10.1898 0.7078 -5.2006
Br -8.3319 -5.8153 -4.5511
C -7.9994 -5.1579 -2.7493
C -6.9515 -5.9673 -2.0350
Br -7.6423 -7.6851 -1.4390
H -8.9540 -5.1629 -2.2343
H -7.6599 -4.1318 -2.8733
H -6.6286 -5.4529 -1.1326
H -6.0916 -6.1765 -2.6621
Br 9.7430 -0.2455 9.3758
C 11.5222 0.2115 8.7352
C 11.8707 1.6462 9.0267
Br 10.9570 2.8697 7.8224
H 11.5409 -0.0117 7.6731
H 12.2004 -0.4565 9.2605
H 12.9319 1.8177 8.8626
H 11.6056 1.9445 10.0352
Br -12.4568 3.1902 -6.2613
C -13.6515 4.3073 -5.2086
C -14.3881 3.5095 -4.1668
Br -15.8123 2.4367 -4.9431
H -14.3157 4.7989 -5.9109
H -13.0129 5.0471 -4.7317
H -14.8745 4.1735 -3.4565
H -13.7359 2.8252 -3.6341
Br 6.7076 1.7595 -4.9997
C 5.0003 0.8331 -4.9901
C 3.8886 1.6977 -5.5217
Br 3.3461 3.0515 -4.2333
H 4.8248 0.5148 -3.9678
H 5.1357 -0.0394 -5.6249
H 2.9994 1.1000 -5.7092
H 4.1684 2.2259 -6.4266

Output
SMILES	CCOP(=O)(CCCC1=C(O)C(=O)OC1=O)OCC.BrCCBr.BrCCBr.BrCCBr.BrCCBr.BrCCBr.BrCCBr.BrCCBr.BrCCBr.BrCCBr
HOMO	-9.9	eV

=====

Energy for every record listed, in sequence, given in eV: -87891.417; -57271.028; -1315322.472.